Entry 1:
A structure of composition C21H10Cl5N4O7RuSe, computed with ωB97M-V/def2-TZVPD.

Geometry as XYZ:
```
49
Properties=species:S:1:pos:R:3:lowdin_spin:R:1
Cl 1.51 5.24 0.59 -0.0029
C 1.30 -2.56 -1.14 0.0103
Ru 0.33 0.03 1.73 2.7482
O -1.61 -0.62 1.40 0.1987
C 1.79 1.47 1.94 0.0358
Cl -0.39 2.82 1.27 0.0652
H 4.53 -1.45 -1.29 0.0000
H -5.63 1.15 0.59 -0.0004
O -6.16 2.61 -1.23 0.0037
H -1.42 -2.74 -0.88 -0.0001
C -0.57 0.38 -1.18 0.0067
Cl 4.57 4.95 1.16 0.0157
C -2.84 1.43 -1.32 -0.0027
N 2.37 -1.67 0.58 0.0391
C 4.01 2.46 2.03 -0.0055
C 3.38 -2.30 -2.91 0.0029
N -5.01 2.55 -1.59 0.0018
C 3.14 1.40 2.25 0.0422
C -1.98 0.64 -0.60 0.0190
C -2.38 0.03 0.64 0.0080
H 4.17 -2.20 -3.64 0.0001
C -4.61 1.02 0.27 -0.0043
H 0.17 -3.46 -2.76 0.0000
O 0.40 0.43 -0.38 0.0469
O -0.53 0.16 -2.37 0.0063
H -0.76 -4.20 -0.11 0.0008
Cl 5.67 2.35 2.46 -0.0035
C 1.31 2.70 1.48 0.0408
H 2.06 -3.20 -4.33 0.0003
C 1.11 -1.97 1.01 0.1676
Se 0.06 -0.15 4.07 1.3970
O -3.65 -1.44 2.57 0.0094
H -2.50 1.89 -2.24 -0.0002
C 2.52 -2.00 -0.74 0.0081
C 1.10 -3.01 -2.44 0.0021
H -1.35 -2.86 0.90 0.0007
O -4.52 3.18 -2.51 0.0029
C 2.16 -2.86 -3.31 0.0048
C 3.59 -1.87 -1.62 0.0035
O -5.31 -0.07 2.62 0.0039
C -0.84 -3.12 -0.03 0.0034
N -4.28 -0.49 2.15 0.0015
C 2.15 3.78 1.22 -0.0087
C 3.51 3.65 1.48 0.0389
C -4.14 1.66 -0.87 0.0158
C -3.76 0.20 0.99 0.0147
Cl 3.75 -0.06 2.96 0.0268
H 3.10 -1.32 1.18 0.0029
N 0.47 -2.53 -0.04 0.0321
```

## Properties
2S+1: 6
Maximum force in hartree/bohr: 0.064
Energy in Eh: -6348.97945
E_HOMO (alpha / beta) in eV: -8.95 / -9.09
Relative energy (zero: lowest compared OMol25 entry of this formula, charge and spin) in kJ/mol: 213.6
Orbital gap (alpha / beta) in eV: 7.7 / 5.1

=====

Entry 2:
A structure of composition C21H11Cl5F5N2O4STeTl, computed with ωB97M-V/def2-TZVPD.

Geometry as XYZ:
```
51
Properties=species:S:1:pos:R:3:lowdin_charge:R:1
N 0.15 1.79 0.89 0.0398
H -2.81 -0.02 3.78 0.0950
N -1.60 -0.23 1.38 -0.1775
C -5.25 -2.44 -0.43 -0.0609
F 0.33 -4.58 0.18 -0.3564
C -5.99 -1.78 1.77 -0.0598
O 0.96 -1.33 1.73 -0.5496
C -1.91 -0.68 -3.82 -0.5988
Cl 0.07 -0.07 -7.23 0.6907
O -1.33 -0.42 -1.56 -0.1809
C -3.66 -1.97 1.29 -0.2397
H -7.31 -2.21 0.14 0.1097
H -4.43 -1.43 3.20 0.1083
F -0.49 -4.22 2.41 -0.3712
C -3.94 -2.35 -0.02 -0.0554
C -1.60 -0.58 -5.17 -0.7017
F 0.85 -2.32 -0.66 -0.4440
C -0.66 1.88 1.97 -0.1332
C -0.97 -0.37 -2.81 -0.4381
Te 0.69 -3.08 1.37 1.9424
O -1.67 -2.09 3.09 -0.2333
C 0.15 4.12 2.37 0.0212
C -0.32 -0.20 -5.57 -0.7177
C -6.28 -2.15 0.46 -0.0590
H -6.79 -1.55 2.45 0.1099
Cl 1.49 0.41 -2.06 0.8298
O -1.24 -2.56 0.69 -0.4739
Cl -2.79 -0.91 -6.34 0.7100
Tl 0.01 -0.34 0.03 0.8858
C -2.22 0.84 3.49 0.0068
C 0.64 0.09 -4.60 -0.7038
C -1.43 3.07 3.95 -0.0298
H 0.16 5.03 2.96 0.1253
C 0.91 2.80 0.53 -0.0933
S -1.95 -1.78 1.74 0.6947
F 1.67 -3.43 3.01 -0.3946
H -3.12 -2.57 -0.69 0.0995
C -0.65 3.05 2.78 -0.1381
H -1.43 3.96 4.57 0.1149
C -2.17 1.97 4.30 -0.0463
H -2.74 1.97 5.22 0.1133
C -4.67 -1.69 2.19 -0.0469
F 2.49 -3.48 0.74 -0.3884
Cl 2.22 0.54 -5.06 0.7185
C 0.30 0.02 -3.25 -0.5467
H 1.53 4.83 0.88 0.1132
H 1.54 2.66 -0.33 0.0955
H -5.48 -2.74 -1.44 0.1032
C 0.91 4.01 1.23 -0.0236
C -1.52 0.78 2.30 -0.2374
Cl -3.47 -1.16 -3.32 0.7722
```

## Properties
2S+1: 1
Maximum force in hartree/bohr: 0.140
Energy in Eh: -4856.20958
E_HOMO in eV: -8.74
Relative energy (zero: lowest compared OMol25 entry of this formula, charge and spin) in kJ/mol: 318.1
Orbital gap in eV: 7.4